Computed, not measured: an isolated molecule of C6H12O, with wB97M-V/def2-TZVPD.

The energy above the lowest of the compared OMol25 structures with the same formula, charge and spin is 106.8 kJ/mol. The charge is 0. The calculation puts the strongest force on any atom at 0.2 eV/Å. Its multiplicity is 1. As for the electronic energy: -311.018598 Ha. The highest occupied orbital energy comes out at -9.61 eV.

Element x y z (Å)
C -2.113 1.131 -0.355
C -0.892 0.558 -1.079
C -0.336 -0.641 -0.344
C 0.951 -1.348 -0.695
C 0.831 -0.648 0.619
C 1.803 0.479 0.883
O 0.657 -1.490 1.735
H -2.516 2.009 -0.869
H -1.858 1.424 0.671
H -2.914 0.384 -0.294
H -0.123 1.333 -1.189
H -1.181 0.261 -2.096
H -1.111 -1.338 -0.025
H 1.606 -0.870 -1.423
H 0.974 -2.433 -0.696
H 2.805 0.038 0.954
H 1.603 0.989 1.833
H 1.826 1.228 0.083
H -0.013 -1.064 2.286

Computed, not measured: an isolated molecule of C5H7N, with wB97M-V/def2-TZVPD.

The energy above the lowest of the compared OMol25 structures with the same formula, charge and spin is 112.1 kJ/mol. The charge is 0. The calculation puts the strongest force on any atom at 2.0 eV/Å. Its multiplicity is 1. As for the electronic energy: -249.430529 Ha. The highest occupied orbital energy comes out at -8.00 eV.

Element x y z (Å)
C -0.018 -1.445 1.313
C -0.032 -0.381 0.262
C 0.820 0.740 0.359
C 0.698 1.463 -0.824
N -0.325 0.897 -1.520
C -0.811 -0.200 -0.842
H 0.557 -1.120 2.195
H -1.028 -1.730 1.618
H 0.506 -2.318 0.905
H 0.758 1.177 1.335
H 1.239 2.302 -1.260
H -0.716 1.264 -2.369
H -1.739 -0.671 -1.116

Computed, not measured: a cluster of 2 separate species, C4H11NSi in total, with wB97M-V/def2-TZVPD.

The energy above the lowest of the compared OMol25 structures with the same formula, charge and spin is 488.9 kJ/mol. The charge is 0. The calculation puts the strongest force on any atom at 2.9 eV/Å. Its multiplicity is 1. As for the electronic energy: -503.083868 Ha. The highest occupied orbital energy (alpha / beta) comes out at -8.07 / -6.47 eV.

Element x y z (Å)
C 0.171 0.973 -2.781
C 0.858 1.060 -1.676
C 1.264 0.227 2.362
C -2.323 -1.625 -0.300
N 1.200 0.777 1.061
Si 0.624 -0.041 -0.269
H 0.167 1.636 -3.589
H -0.670 0.280 -2.810
H 1.593 1.811 -1.582
H 0.318 -0.383 2.388
H 2.094 -0.426 2.370
H 1.309 1.065 3.139
H -2.289 -2.642 -0.817
H -2.440 -1.590 0.769
H -2.975 -0.901 -0.687
H 1.440 1.755 0.881
H 1.163 -1.348 -0.138

Computed, not measured: a cluster of 2 separate species, C31H31N2O2 in total, with wB97M-V/def2-TZVPD.

The energy above the lowest of the compared OMol25 structures with the same formula, charge and spin is 268.1 kJ/mol. The charge is +1. The calculation puts the strongest force on any atom at 3.2 eV/Å. Its multiplicity is 1. As for the electronic energy: -1459.536122 Ha. The highest occupied orbital energy comes out at -8.61 eV.

Element x y z (Å)
C 0.610 3.402 2.342
O -0.029 2.119 2.252
C -1.214 1.800 1.728
C -2.031 2.771 0.987
C -2.491 2.509 -0.320
C -3.010 3.543 -1.096
C -3.315 4.769 -0.502
C -3.052 4.962 0.857
C -2.380 3.992 1.594
C -1.794 0.632 2.286
N -2.986 0.022 1.971
C -4.075 0.496 1.157
C -3.090 -1.190 2.646
C -2.014 -1.272 3.500
C -1.825 -2.357 4.355
C -2.750 -3.408 4.256
C -3.836 -3.339 3.364
C -4.039 -2.207 2.562
N -1.248 -0.129 3.303
C -0.116 0.207 4.131
H 0.825 3.553 3.404
H 1.553 3.323 1.800
H 0.001 4.222 1.942
H -2.421 1.499 -0.731
H -3.176 3.384 -2.165
H -3.760 5.564 -1.100
H -3.346 5.887 1.352
H -2.121 4.142 2.644
H -4.949 -0.108 1.411
H -4.284 1.546 1.365
H -3.868 0.347 0.097
H -0.992 -2.366 5.058
H -2.626 -4.297 4.873
H -4.527 -4.180 3.299
H -4.885 -2.113 1.885
H -0.070 -0.559 4.911
H 0.819 0.188 3.562
H -0.269 1.189 4.598
C 3.092 7.507 -2.529
O 1.926 6.735 -2.895
C 1.676 5.560 -2.265
C 0.577 4.795 -2.739
C 0.248 3.607 -2.136
C 0.986 3.086 -1.028
C 0.581 1.870 -0.377
C 1.475 0.849 0.034
C 0.942 -0.356 0.582
C 1.767 -1.322 1.128
C 3.160 -1.162 1.098
C 3.710 -0.060 0.438
C 2.890 0.909 -0.129
C 2.121 3.844 -0.620
C 2.464 5.046 -1.210
H 3.053 8.367 -3.200
H 3.038 7.842 -1.484
H 4.021 6.942 -2.692
H 0.018 5.187 -3.589
H -0.582 3.021 -2.535
H -0.427 1.527 -0.589
H -0.136 -0.521 0.523
H 1.330 -2.214 1.575
H 3.805 -1.904 1.567
H 4.791 0.040 0.349
H 3.325 1.706 -0.734
H 2.749 3.477 0.192
H 3.347 5.592 -0.867

Computed, not measured: a structure of composition C35H30N11O6SbSe4Ti, with wB97M-V/def2-TZVPD.

The energy above the lowest of the compared OMol25 structures with the same formula, charge and spin is 90.0 kJ/mol. The charge is -1. The calculation puts the strongest force on any atom at 1.9 eV/Å. Its multiplicity is 2. Its expectation value of S² is 0.76. As for the electronic energy: -13101.159650 Ha. The highest occupied orbital energy (alpha / beta) comes out at -3.65 / -3.66 eV.

Element x y z (Å)
Ti -0.917 1.633 -0.909
O 0.854 2.536 -0.447
C 1.637 2.474 0.519
C 1.497 1.514 1.588
C 2.364 1.588 2.678
C 2.265 0.665 3.695
C 1.315 -0.364 3.645
C 0.475 -0.461 2.566
C 0.529 0.470 1.492
O -0.259 0.321 0.474
N 3.193 0.723 4.813
O 3.142 -0.172 5.644
O 3.962 1.666 4.877
H 2.463 3.194 0.580
H 3.118 2.364 2.721
H 1.261 -1.068 4.463
H -0.281 -1.235 2.524
Se -1.704 0.566 -4.683
Sb -0.773 4.141 -3.216
Se -0.091 1.532 -3.281
Se -2.008 3.882 -0.916
Se 1.301 5.231 -2.625
C -4.706 1.478 -2.422
C -3.938 0.765 -1.367
O -2.711 0.721 -1.378
N -4.587 0.173 -0.353
C -3.834 -0.383 0.754
C -3.464 0.667 1.768
C -4.099 0.745 3.001
C -3.720 1.744 3.885
C -2.733 2.633 3.499
C -2.165 2.484 2.240
N -2.510 1.520 1.397
H -4.252 1.229 -3.385
H -4.536 2.545 -2.253
H -5.772 1.252 -2.401
H -5.585 0.271 -0.292
H -2.917 -0.800 0.334
H -4.417 -1.182 1.211
H -4.871 0.031 3.261
H -4.193 1.827 4.856
H -2.407 3.433 4.149
H -1.403 3.171 1.884
C -2.209 -4.859 -0.169
N -1.970 -3.635 -0.904
C -1.123 -2.618 -0.653
N -1.147 -1.753 -1.640
C -2.024 -2.312 -2.514
N -2.564 -3.440 -2.102
C -1.394 -6.019 -0.694
C -1.993 -7.044 -1.411
C -1.230 -8.086 -1.925
C 0.137 -8.116 -1.724
C 0.743 -7.096 -0.992
C -0.021 -6.054 -0.481
C 2.186 -7.134 -0.767
N 3.051 -7.991 -1.183
N 4.290 -7.554 -0.726
C 4.066 -6.493 -0.033
O 2.753 -6.154 -0.022
C 5.005 -5.639 0.686
C 6.372 -5.897 0.630
C 7.250 -5.066 1.307
C 6.771 -3.993 2.049
C 5.406 -3.744 2.118
C 4.856 -2.584 2.903
N 4.854 -1.347 2.141
C 3.923 -0.864 1.306
N 4.330 0.261 0.760
C 5.558 0.425 1.315
N 5.919 -0.518 2.160
C 4.530 -4.567 1.429
H -3.271 -5.080 -0.252
H -1.976 -4.673 0.882
H -0.544 -2.536 0.254
H -2.271 -1.830 -3.448
H -3.060 -7.013 -1.594
H -1.706 -8.871 -2.497
H 0.745 -8.917 -2.120
H 0.462 -5.253 0.066
H 6.729 -6.734 0.045
H 8.314 -5.256 1.259
H 7.457 -3.343 2.579
H 5.431 -2.399 3.808
H 3.825 -2.787 3.189
H 2.983 -1.360 1.125
H 6.197 1.263 1.093
H 3.465 -4.373 1.471

Computed, not measured: an isolated molecule of C4H5N3, with wB97M-V/def2-TZVPD.

The energy above the lowest of the compared OMol25 structures with the same formula, charge and spin is 136.2 kJ/mol. The charge is 0. The calculation puts the strongest force on any atom at 3.1 eV/Å. Its multiplicity is 1. As for the electronic energy: -319.660344 Ha. The highest occupied orbital energy comes out at -8.64 eV.

Element x y z (Å)
N -0.085 -1.702 -0.946
C 0.046 -0.528 -0.243
C -1.038 0.372 -0.360
N -1.058 1.490 0.293
C 0.074 1.706 1.116
N 1.137 0.942 1.303
C 1.114 -0.218 0.584
H -0.723 -1.639 -1.726
H 0.746 -2.234 -1.125
H -1.864 0.084 -1.023
H -0.310 2.639 1.449
H 1.959 -0.914 0.679